# 1
Here is a molecular structure, C22H22CdFI2N3O5S4 from the OMol25 dataset. Energies are from ωB97M-V with the def2-TZVPD basis set.

Properties
Lowest unoccupied orbital energy ... 0.130 Eh
Charge ... -2
ΔE to the lowest compared entry with this formula, charge and spin ... 45.6 kcal/mol
Multiplicity ... 1
Strongest force on any atom ... 0.9 eV Å⁻¹

Element x y z (Å)
Cd (0.506, -1.724, -1.737)
I (0.147, 1.715, -4.167)
C (1.633, 0.428, -4.941)
I (3.619, 1.056, -4.516)
H (1.523, 0.395, -6.016)
H (1.475, -0.539, -4.473)
C (-3.731, 1.417, 4.501)
C (-4.442, 0.940, 3.232)
C (-5.568, 1.877, 2.812)
C (-5.009, 3.210, 2.325)
C (-4.030, 2.963, 1.205)
C (-3.794, 3.914, 0.233)
C (-2.928, 3.633, -0.814)
F (-2.723, 4.597, -1.744)
C (-2.308, 2.420, -0.937)
C (-2.524, 1.451, 0.042)
C (-1.872, 0.122, -0.098)
O (-1.463, -0.241, -1.190)
C (-1.821, -0.642, 1.135)
C (-2.649, -0.298, 2.141)
N (-3.499, 0.776, 2.128)
C (-3.358, 1.730, 1.132)
C (-0.823, -1.779, 1.414)
O (-0.961, -2.348, 2.507)
O (0.069, -1.964, 0.550)
H (-4.462, 1.594, 5.293)
H (-3.179, 2.338, 4.312)
H (-3.021, 0.666, 4.847)
H (-4.869, -0.044, 3.434)
H (-6.248, 2.020, 3.653)
H (-6.132, 1.413, 1.998)
H (-4.525, 3.741, 3.150)
H (-5.817, 3.850, 1.967)
H (-4.281, 4.881, 0.285)
H (-1.655, 2.191, -1.770)
H (-2.647, -0.913, 3.033)
S (0.828, -4.751, -1.425)
S (0.884, -5.386, -3.345)
S (1.156, -3.692, -4.577)
S (-0.341, -2.386, -4.083)
N (7.318, -1.505, 0.912)
C (7.038, -2.283, -0.184)
O (7.926, -2.854, -0.790)
C (5.594, -2.366, -0.548)
C (5.237, -2.625, -1.863)
C (3.894, -2.637, -2.204)
N (2.924, -2.428, -1.322)
C (3.259, -2.207, -0.053)
C (4.574, -2.165, 0.377)
H (8.288, -1.308, 1.082)
H (6.640, -0.833, 1.228)
H (6.005, -2.786, -2.609)
H (3.573, -2.828, -3.223)
H (2.431, -2.064, 0.634)
H (4.790, -1.995, 1.425)
C (1.869, 0.857, -0.850)
O (1.669, 0.062, -1.962)
H (1.003, 0.888, -0.159)
H (2.072, 1.907, -1.144)
H (2.739, 0.535, -0.241)


# 2
Here is a molecular structure, C22H22ClN4OPt from the OMol25 dataset. Energies are from ωB97M-V with the def2-TZVPD basis set.

Properties
Lowest unoccupied orbital energy (spin up / spin down) ... -0.340 / -0.436 Eh
Charge ... +3
Multiplicity ... 5
Strongest force on any atom ... 0.7 eV Å⁻¹

Element x y z (Å)
Pt (-0.010, 0.180, 0.085)
Cl (5.228, 4.180, 3.026)
C (4.290, 3.040, 2.247)
C (4.829, 1.804, 1.863)
C (4.007, 0.903, 1.246)
C (2.636, 1.176, 0.971)
O (1.963, 0.224, 0.420)
C (2.086, 2.467, 1.313)
C (0.761, 2.873, 1.050)
N (-0.138, 2.133, 0.251)
C (-1.256, 2.684, -0.196)
C (-1.525, 4.083, -0.297)
C (-2.740, 4.513, -0.780)
C (-3.744, 3.610, -1.126)
C (-3.535, 2.200, -1.003)
C (-4.530, 1.242, -1.248)
C (-4.241, -0.086, -1.030)
C (-2.965, -0.454, -0.612)
N (-1.985, 0.428, -0.406)
C (-2.285, 1.746, -0.580)
C (2.921, 3.357, 1.973)
H (5.867, 1.581, 2.064)
H (4.385, -0.066, 0.946)
H (0.369, 3.759, 1.530)
H (-0.757, 4.793, -0.021)
H (-2.928, 5.573, -0.883)
H (-4.706, 3.969, -1.468)
H (-5.515, 1.549, -1.578)
H (-4.990, -0.851, -1.176)
H (-2.738, -1.490, -0.431)
H (2.554, 4.327, 2.282)
C (1.705, -2.381, -0.058)
C (1.866, -3.954, -0.280)
N (0.542, -4.399, -0.584)
C (0.041, -3.921, -1.836)
C (-0.113, -2.346, -1.613)
N (0.291, -1.991, -0.237)
C (-0.527, -2.727, 0.748)
C (-0.374, -4.303, 0.510)
H (2.320, -1.846, -0.776)
H (2.024, -2.126, 0.946)
H (2.227, -4.435, 0.625)
H (2.535, -4.159, -1.113)
H (-0.919, -4.379, -2.061)
H (0.755, -4.128, -2.630)
H (-1.144, -2.069, -1.783)
H (0.520, -1.815, -2.320)
H (-1.572, -2.456, 0.642)
H (-0.194, -2.476, 1.752)
H (-1.330, -4.750, 0.247)
H (0.039, -4.785, 1.393)


# 3
Here is a molecular structure, C22H22F3N2O3STm in a non-equilibrium geometry from the OMol25 dataset. Energies are from ωB97M-V with the def2-TZVPD basis set.

Properties
Lowest unoccupied orbital energy (spin up / spin down) ... 0.153 / 0.153 Eh
Charge ... -2
Multiplicity ... 3
Strongest force on any atom ... 2.2 eV Å⁻¹

Element x y z (Å)
Tm (-0.828, -0.327, 0.480)
C (3.717, 1.568, 0.085)
C (3.125, 0.509, 0.981)
C (3.234, -0.837, 0.658)
C (2.671, -1.820, 1.469)
C (2.835, -3.275, 1.135)
C (1.977, -1.425, 2.605)
C (1.894, -0.086, 2.980)
C (1.220, 0.297, 4.270)
C (2.476, 0.872, 2.159)
H (4.746, 1.791, 0.381)
H (3.137, 2.489, 0.148)
H (3.727, 1.235, -0.953)
H (3.733, -1.136, -0.258)
H (2.126, -3.880, 1.700)
H (3.851, -3.609, 1.376)
H (2.656, -3.434, 0.072)
H (1.523, -2.181, 3.238)
H (1.871, 0.073, 5.120)
H (0.289, -0.261, 4.388)
H (0.979, 1.360, 4.279)
H (2.395, 1.920, 2.423)
N (-2.740, 1.278, -0.801)
C (-1.977, 2.013, -1.820)
C (-1.084, 1.049, -2.623)
O (-0.978, 1.210, -3.853)
N (-0.507, 0.144, -1.855)
C (0.352, -0.812, -2.529)
C (0.832, -1.912, -1.580)
O (1.675, -2.710, -2.001)
O (0.324, -1.927, -0.402)
H (-3.448, 0.716, -1.255)
H (-3.213, 1.917, -0.176)
H (-1.334, 2.732, -1.307)
H (-2.607, 2.561, -2.530)
H (1.237, -0.323, -2.954)
H (-0.163, -1.289, -3.370)
F (-3.513, 7.641, 5.278)
C (-2.211, 7.566, 4.939)
F (-1.512, 7.743, 6.096)
F (-1.945, 8.682, 4.205)
C (-1.857, 6.321, 4.233)
C (-2.791, 5.310, 4.008)
C (-2.424, 4.168, 3.330)
C (-1.112, 3.989, 2.853)
C (-0.183, 5.016, 3.098)
C (-0.548, 6.158, 3.775)
C (-0.760, 2.804, 2.163)
C (-0.488, 1.767, 1.569)
H (-3.803, 5.427, 4.373)
H (-3.138, 3.373, 3.160)
H (0.834, 4.891, 2.749)
H (0.179, 6.938, 3.967)
S (-2.667, -1.402, 1.903)


# 4
Here is a single C22H22FN5O3 molecule from the OMol25 dataset. Energies are from ωB97M-V with the def2-TZVPD basis set.

Properties
Lowest unoccupied orbital energy ... 0.020 Eh
ΔE to the lowest compared entry with this formula, charge and spin ... 42.4 kcal/mol
Multiplicity ... 1
Strongest force on any atom ... 0.9 eV Å⁻¹

Element x y z (Å)
C (3.904, 1.058, -1.967)
C (3.220, 0.478, -0.992)
C (1.974, 0.979, -0.350)
O (1.693, 0.672, 0.789)
N (1.214, 1.785, -1.151)
C (-0.009, 2.398, -0.869)
C (-0.476, 3.375, -1.748)
C (-1.679, 4.007, -1.493)
C (-2.439, 3.659, -0.392)
C (-1.992, 2.657, 0.467)
N (-2.784, 2.310, 1.558)
C (-2.765, 1.146, 2.257)
N (-2.025, 0.129, 1.842)
C (-2.004, -0.984, 2.570)
N (-1.228, -2.020, 2.174)
C (-0.415, -2.129, 1.048)
C (-0.642, -1.409, -0.118)
C (0.185, -1.561, -1.217)
C (1.253, -2.447, -1.175)
O (2.135, -2.671, -2.198)
C (1.989, -1.930, -3.388)
C (3.098, -2.335, -4.368)
O (4.343, -1.746, -4.096)
C (5.054, -2.355, -3.041)
C (1.469, -3.189, -0.014)
C (0.647, -3.034, 1.079)
N (-2.684, -1.185, 3.706)
C (-3.465, -0.194, 4.112)
C (-3.548, 0.991, 3.419)
F (-4.352, 2.008, 3.834)
C (-0.765, 2.045, 0.241)
H (4.811, 0.624, -2.351)
H (3.610, 1.990, -2.425)
H (3.585, -0.428, -0.528)
H (1.600, 2.015, -2.056)
H (0.105, 3.644, -2.618)
H (-2.031, 4.776, -2.165)
H (-3.380, 4.155, -0.202)
H (-3.493, 2.977, 1.832)
H (-1.154, -2.755, 2.863)
H (-1.465, -0.717, -0.163)
H (-0.022, -0.979, -2.102)
H (2.069, -0.853, -3.184)
H (1.015, -2.139, -3.850)
H (3.181, -3.431, -4.374)
H (2.823, -1.988, -5.367)
H (5.237, -3.415, -3.256)
H (6.007, -1.832, -2.972)
H (4.518, -2.277, -2.093)
H (2.296, -3.882, 0.009)
H (0.830, -3.613, 1.972)
H (-4.028, -0.357, 5.019)
H (-0.400, 1.294, 0.917)


# 5
Here is a single C22H22N2O2 molecule in a non-equilibrium geometry from the OMol25 dataset. Energies are from ωB97M-V with the def2-TZVPD basis set.

Properties
Lowest unoccupied orbital energy ... -0.003 Eh
ΔE to the lowest compared entry with this formula, charge and spin ... 87.8 kcal/mol
Multiplicity ... 1
Strongest force on any atom ... 6.6 eV Å⁻¹

Element x y z (Å)
O (0.543, -2.761, -2.057)
C (-0.487, -2.496, -1.429)
C (-1.459, -3.478, -0.939)
C (-1.716, -4.860, -1.115)
C (-2.924, -5.394, -0.568)
C (-3.840, -4.570, 0.166)
C (-3.494, -3.205, 0.358)
C (-2.322, -2.694, -0.191)
C (-1.823, -1.317, -0.227)
O (-2.385, -0.443, 0.422)
N (-0.879, -1.227, -1.221)
C (-0.168, 0.165, -1.132)
C (0.361, 0.862, 0.072)
C (1.422, 0.292, 0.815)
N (2.165, 1.077, 1.668)
C (3.178, 0.332, 2.375)
C (4.323, 1.174, 2.870)
C (3.891, 2.401, 3.636)
C (2.839, 3.162, 2.855)
C (1.659, 2.302, 2.403)
C (-0.971, 0.970, -2.117)
C (-1.807, 0.339, -3.032)
C (-2.588, 1.055, -3.959)
C (-2.571, 2.453, -3.970)
C (-1.648, 3.112, -3.138)
C (-0.911, 2.374, -2.192)
H (-1.036, -5.538, -1.698)
H (-3.189, -6.460, -0.705)
H (-4.783, -5.016, 0.570)
H (-4.179, -2.528, 0.889)
H (0.699, -0.331, -1.847)
H (0.052, 1.915, -0.005)
H (1.908, -0.705, 0.458)
H (3.585, -0.442, 1.724)
H (2.739, -0.191, 3.233)
H (4.946, 1.515, 2.050)
H (4.974, 0.599, 3.508)
H (3.489, 2.179, 4.627)
H (4.700, 3.112, 3.784)
H (2.364, 3.983, 3.388)
H (3.255, 3.602, 1.947)
H (0.939, 2.809, 1.736)
H (1.092, 1.899, 3.273)
H (-1.752, -0.741, -3.140)
H (-3.300, 0.511, -4.594)
H (-3.158, 3.015, -4.695)
H (-1.615, 4.219, -3.179)
H (-0.119, 2.968, -1.681)


# 6
Here is a single C22H22N2O3S molecule from the OMol25 dataset. Energies are from ωB97M-V with the def2-TZVPD basis set.

Properties
Lowest unoccupied orbital energy ... 0.023 Eh
ΔE to the lowest compared entry with this formula, charge and spin ... 4.5 kcal/mol
Multiplicity ... 1
Strongest force on any atom ... 1.0 eV Å⁻¹

Element x y z (Å)
C (0.586, 2.348, -3.293)
C (0.254, 1.993, -1.862)
O (1.016, 2.133, -0.934)
N (-1.007, 1.482, -1.730)
C (-1.525, 0.932, -0.553)
C (-1.283, 1.530, 0.675)
C (-1.776, 0.966, 1.844)
C (-1.545, 1.632, 3.166)
O (-2.474, 2.086, 3.809)
N (-0.257, 1.713, 3.580)
C (0.022, 2.270, 4.885)
C (0.842, 0.998, 2.946)
C (0.788, -0.463, 3.261)
C (0.430, -1.539, 2.504)
C (0.508, -2.669, 3.355)
C (0.901, -2.194, 4.566)
O (1.074, -0.863, 4.520)
C (-2.569, -0.172, 1.782)
C (-2.821, -0.773, 0.563)
C (-2.284, -0.244, -0.600)
S (-2.614, -1.049, -2.156)
C (-0.963, -1.250, -2.799)
C (0.134, -1.407, -1.964)
C (1.396, -1.533, -2.509)
C (1.589, -1.528, -3.887)
C (2.968, -1.662, -4.455)
C (0.477, -1.402, -4.710)
C (-0.791, -1.259, -4.177)
H (1.550, 2.846, -3.325)
H (0.635, 1.438, -3.890)
H (-0.177, 3.001, -3.709)
H (-1.514, 1.250, -2.575)
H (-0.714, 2.445, 0.705)
H (0.398, 1.499, 5.560)
H (0.762, 3.068, 4.799)
H (-0.907, 2.677, 5.282)
H (0.821, 1.132, 1.864)
H (1.770, 1.427, 3.332)
H (0.149, -1.527, 1.471)
H (0.299, -3.686, 3.096)
H (1.089, -2.681, 5.502)
H (-2.978, -0.588, 2.689)
H (-3.424, -1.666, 0.504)
H (0.004, -1.417, -0.893)
H (2.247, -1.638, -1.852)
H (2.959, -1.540, -5.536)
H (3.631, -0.915, -4.022)
H (3.377, -2.644, -4.222)
H (0.601, -1.405, -5.784)
H (-1.650, -1.151, -4.822)


# 7
Here is a molecular structure, C22H22N2O4 in a non-equilibrium geometry from the OMol25 dataset. Energies are from ωB97M-V with the def2-TZVPD basis set.

Properties
Lowest unoccupied orbital energy ... -0.037 Eh
ΔE to the lowest compared entry with this formula, charge and spin ... 471.4 kcal/mol
Multiplicity ... 1
Strongest force on any atom ... 16.5 eV Å⁻¹

Element x y z (Å)
C (-1.309, -3.317, 0.466)
H (-2.011, -3.456, 1.097)
H (-0.656, -2.326, 0.627)
C (-0.386, -4.567, 0.361)
H (-1.008, -5.615, 0.076)
H (-0.006, -4.707, 1.410)
C (0.539, -4.598, -0.539)
N (1.512, -3.338, -0.652)
C (2.733, -3.477, -0.164)
O (3.345, -4.611, 0.181)
C (3.499, -1.992, 0.102)
H (3.923, -2.064, 0.971)
H (4.384, -2.352, -0.775)
O (2.731, -0.974, -0.053)
C (3.170, 0.101, 0.238)
O (4.195, 0.202, 0.998)
C (2.217, 1.037, 0.220)
C (0.805, 0.839, 0.259)
C (-0.017, 2.026, -0.028)
N (0.198, 3.226, 0.031)
C (1.480, 3.509, -0.203)
C (1.732, 4.975, -0.106)
C (3.150, 5.392, -0.250)
C (4.127, 4.384, -0.031)
C (3.909, 3.172, -0.298)
C (2.661, 2.579, -0.007)
H (4.720, 2.099, 0.029)
H (5.253, 4.828, -0.277)
H (3.324, 6.287, -0.311)
H (1.070, 5.543, -0.274)
C (-1.546, 1.733, -0.001)
C (-2.487, 2.573, 0.362)
C (-3.775, 2.385, 0.547)
C (-4.330, 0.979, 0.092)
C (-3.455, 0.071, -0.343)
C (-2.023, 0.602, -0.337)
H (-1.375, -0.351, -0.937)
H (-3.778, -0.802, -0.423)
O (-5.673, 1.001, 0.213)
C (-6.343, -0.136, -0.111)
H (-5.958, -0.544, -1.105)
H (-5.996, -1.027, 0.636)
H (-7.396, -0.197, -0.017)
H (-4.555, 2.948, 0.899)
H (-2.169, 3.614, 0.731)
H (0.678, -0.188, 0.335)
H (1.273, -2.536, -0.658)
H (1.372, -5.522, -0.637)
H (0.182, -4.297, -1.792)
H (-1.931, -3.110, -0.555)


# 8
Here is a single C22H22N2O4S molecule in a non-equilibrium geometry from the OMol25 dataset. Energies are from ωB97M-V with the def2-TZVPD basis set.

Properties
Lowest unoccupied orbital energy ... 0.010 Eh
ΔE to the lowest compared entry with this formula, charge and spin ... 388.1 kcal/mol
Multiplicity ... 1
Strongest force on any atom ... 18.7 eV Å⁻¹

Element x y z (Å)
C (-0.208, -4.102, -0.344)
N (0.731, -2.965, -0.177)
C (0.886, -2.340, 1.023)
O (0.272, -2.901, 2.034)
C (1.644, -1.353, 0.913)
N (1.077, -0.239, 0.219)
C (-0.294, 0.154, 0.463)
C (-0.649, 0.903, 1.355)
C (-1.985, 1.336, 1.515)
C (-2.792, 1.113, 0.549)
O (-4.096, 1.658, 0.603)
C (-5.241, 1.045, 0.267)
C (-6.200, 1.741, -0.150)
C (-7.424, 1.304, -0.656)
C (-7.381, 0.097, -0.999)
C (-6.459, -0.784, -0.465)
C (-5.320, -0.303, -0.132)
C (-2.462, 0.775, -0.612)
C (-1.207, 0.223, -0.854)
S (1.860, -0.035, -1.172)
O (1.361, 1.009, -1.966)
O (2.094, -1.181, -1.963)
C (3.509, 0.513, -0.831)
C (4.695, -0.203, -0.872)
C (5.863, 0.078, -0.442)
C (5.954, 1.363, 0.240)
C (7.199, 2.046, 0.819)
C (4.882, 2.402, 0.447)
C (3.643, 1.764, -0.231)
H (0.356, -4.821, -0.966)
H (-0.810, -4.360, 0.572)
H (-1.041, -3.794, -1.162)
H (1.194, -2.677, -0.920)
H (1.814, -0.862, 2.080)
H (2.713, -1.546, 0.787)
H (0.102, 1.168, 2.264)
H (-2.262, 1.590, 2.521)
H (-6.060, 2.988, -0.049)
H (-8.212, 2.175, -1.246)
H (-8.448, -0.384, -1.183)
H (-6.510, -1.785, -0.665)
H (-4.575, -0.847, 0.406)
H (-3.069, 0.562, -1.420)
H (-0.747, -0.511, -1.783)
H (4.462, -1.124, -1.480)
H (6.720, -0.539, -0.535)
H (7.924, 2.340, 0.071)
H (7.793, 1.163, 1.303)
H (7.097, 2.588, 1.565)
H (4.891, 3.196, 0.931)
H (2.716, 2.361, 0.326)


# 9
Here is a single C22H22N2O5 molecule from the OMol25 dataset. Energies are from ωB97M-V with the def2-TZVPD basis set.

Properties
Lowest unoccupied orbital energy ... -0.008 Eh
ΔE to the lowest compared entry with this formula, charge and spin ... 37.5 kcal/mol
Multiplicity ... 1
Strongest force on any atom ... 0.8 eV Å⁻¹

Element x y z (Å)
C (-0.291, 7.487, 2.417)
O (-1.020, 6.547, 3.171)
C (-2.234, 6.134, 2.585)
C (-2.033, 5.137, 1.438)
N (-1.289, 3.996, 1.915)
C (-1.618, 2.732, 1.600)
O (-2.559, 2.432, 0.899)
C (-0.711, 1.663, 2.234)
O (-0.442, 0.639, 1.291)
C (0.107, 1.068, 0.143)
O (0.415, 2.223, -0.031)
C (0.302, -0.045, -0.817)
C (0.496, -1.319, -0.339)
C (0.726, -2.385, -1.241)
C (0.938, -3.756, -0.769)
C (1.625, -4.661, -1.583)
C (1.842, -5.955, -1.174)
C (1.367, -6.396, 0.064)
O (1.635, -7.692, 0.376)
C (1.180, -8.200, 1.606)
C (0.667, -5.508, 0.874)
C (0.460, -4.205, 0.458)
N (0.783, -2.188, -2.539)
C (0.580, -0.961, -3.040)
C (0.625, -0.806, -4.442)
C (0.407, 0.418, -5.009)
C (0.132, 1.534, -4.203)
C (0.086, 1.420, -2.840)
C (0.319, 0.178, -2.222)
H (0.099, 7.059, 1.488)
H (0.543, 7.797, 3.044)
H (-0.907, 8.360, 2.174)
H (-2.790, 5.652, 3.393)
H (-2.804, 7.001, 2.224)
H (-1.497, 5.612, 0.608)
H (-2.995, 4.778, 1.070)
H (-0.476, 4.206, 2.472)
H (0.228, 2.102, 2.587)
H (-1.238, 1.173, 3.055)
H (0.511, -1.493, 0.725)
H (1.985, -4.319, -2.540)
H (2.378, -6.657, -1.794)
H (0.088, -8.163, 1.678)
H (1.507, -9.238, 1.636)
H (1.618, -7.659, 2.452)
H (0.273, -5.819, 1.829)
H (-0.108, -3.545, 1.096)
H (0.827, -1.682, -5.038)
H (0.439, 0.535, -6.083)
H (-0.048, 2.491, -4.670)
H (-0.126, 2.280, -2.225)